Record 1
Computed, not measured: a 4-piece molecular cluster, C2H15N2O3 overall, with wB97M-V/def2-TZVPD.

Cartesian coordinates (Å):
H  2.00397  -0.49390  -1.66381
H  0.59647  -2.88763  1.76486
H  -0.11066  0.40664  -2.54343
H  -0.14330  1.85417  -1.58151
H  2.15694  0.78244  -2.83877
H  -2.02486  -0.37230  1.60045
N  2.50862  1.32269  -0.85207
H  3.49281  1.26220  -1.08215
H  -0.41230  -0.86518  -0.47115
C  1.73410  0.54121  -1.86608
C  0.25708  0.85128  -1.60952
H  -1.12113  0.38318  2.76125
H  0.92923  -1.94971  2.99941
O  -1.17758  0.04068  1.86884
H  -0.76242  0.54673  0.30461
O  -3.42143  -0.69830  0.63452
O  0.42589  -2.03566  2.18224
H  0.74388  -0.04775  0.20220
H  -3.82243  -0.62706  1.50609
N  -0.09241  0.10218  -0.38118
H  2.25757  2.30189  -0.87217
H  -4.01802  -0.41782  -0.06263

Results
ΔE to the lowest compared entry with this formula, charge and spin   27.5 kcal per mole
Kohn-Sham gap   10.379 eV
Molar mass   115.2 g mol⁻¹
Energy   -420.169389 Eh
LUMO level   -2.81 eV
Total charge   +1

---

Record 2
Computed, not measured: a 5-piece molecular cluster, C2H15N2O4 overall, with wB97M-V/def2-TZVPD.

Cartesian coordinates (Å):
C  -1.13007  1.80608  -2.45617
N  -1.23358  1.23488  -1.11813
N  -0.29102  -0.10335  0.55450
H  0.36425  -0.84936  0.76864
H  2.96104  0.23563  -0.32415
C  -0.20932  0.54360  -0.66529
H  2.12043  -1.18144  3.63978
H  -3.35047  -0.84343  -0.04151
H  -4.05828  -0.37381  1.22140
H  -0.08010  1.82258  -2.72641
H  -1.45899  2.86398  -2.34698
O  1.60546  -1.78599  3.06973
H  -1.21204  -0.08535  1.01104
H  2.08381  -2.32125  -0.57860
H  3.06714  1.64139  -0.19869
H  -1.89376  1.34921  -3.14570
O  1.74096  -1.76283  0.05217
H  2.02366  -2.32398  0.87042
H  -2.20685  1.30694  -0.72048
H  0.72431  0.49139  -1.16714
O  2.52556  0.95754  0.01434
O  -3.11262  -0.24489  0.62741
H  1.02047  -2.37751  3.65984

Results
ΔE to the lowest compared entry with this formula, charge and spin   34.5 kcal per mole
Kohn-Sham gap   10.949 eV
Molar mass   131.2 g mol⁻¹
Energy   -495.417308 Eh
LUMO level   -2.61 eV
Total charge   +1

---

Record 3
Computed, not measured: a 5-piece molecular cluster, C2H15N2O4 overall, with wB97M-V/def2-TZVPD.

Cartesian coordinates (Å):
H  -0.95575  -0.71230  -1.49024
H  -2.59475  -1.98866  1.11237
N  -0.45889  0.07692  -1.12955
H  0.41654  1.25479  2.76403
H  -0.03015  0.68460  -1.82433
O  2.89959  1.70132  -0.61807
O  -2.19709  -4.66576  -0.44614
O  0.61168  2.64638  -2.16690
H  1.09387  -0.22803  2.25705
C  -0.23626  0.18089  0.17095
H  -0.06647  3.22890  -1.83415
H  0.52908  2.70261  -3.12749
H  3.14739  2.62479  -0.70328
C  1.12368  0.83656  2.04452
H  -2.00996  -5.05625  0.39754
H  3.70758  1.22159  -0.84631
H  1.04915  1.71464  0.11699
H  -2.95103  -5.14259  -0.73979
H  2.08397  1.32105  2.07277
O  -2.05025  -1.52435  1.78841
H  -0.58244  -0.67367  0.75712
H  -2.72454  -1.13690  2.36740
N  0.46830  1.12819  0.71924

Results
ΔE to the lowest compared entry with this formula, charge and spin   11.7 kcal per mole
Kohn-Sham gap   11.608 eV
Molar mass   131.2 g mol⁻¹
Energy   -495.453623 Eh
LUMO level   -2.52 eV
Total charge   +1

---

Record 4
Computed, not measured: a 5-piece molecular cluster, C2H15NO4 overall, with wB97M-V/def2-TZVPD.

Cartesian coordinates (Å):
H  -1.00504  2.63657  2.21325
H  1.17591  2.47002  0.91920
O  -0.19351  1.79901  -2.05087
H  -0.81757  -2.94092  -3.71005
H  -0.99661  1.29238  -2.19511
H  -2.26532  1.51322  1.54261
O  1.05847  -3.47008  0.91494
H  0.67279  -2.69070  1.32191
H  -0.36669  -1.96593  -2.56725
H  -0.63685  -0.47422  -0.61903
H  0.52927  1.29886  -2.44326
O  -0.33297  -2.13915  -3.52208
C  -1.27342  1.59954  1.98458
H  1.76219  0.73159  0.95297
H  -1.26850  1.03886  2.91867
H  0.50238  -1.44737  -0.24270
H  1.95996  -3.27114  0.64759
N  -0.31452  0.99997  1.04820
O  -0.07424  -1.17912  -0.95364
H  1.29208  1.42234  2.40710
H  -0.46657  1.30297  0.09114
C  1.05879  1.47331  1.34183

Results
ΔE to the lowest compared entry with this formula, charge and spin   28.4 kcal per mole
Kohn-Sham gap   9.784 eV
Molar mass   117.1 g mol⁻¹
Energy   -440.878649 Eh
LUMO level   0.45 eV
SMILES string   CNC.O.O.O.O

---

Record 5
Computed, not measured: a 5-piece molecular cluster, C2H15NO5 overall, with wB97M-V/def2-TZVPD.

Cartesian coordinates (Å):
H  0.44871  -0.25836  0.59653
H  1.46957  0.39984  1.86322
C  1.08477  -0.52640  1.44479
H  -0.86340  3.07679  1.61737
O  -0.22872  -0.78008  -1.81963
N  0.53012  -1.47154  2.34112
C  -0.55537  -2.30943  1.81154
H  -1.71939  1.86001  -1.37840
O  -0.66064  2.82380  0.70731
H  -1.14642  -2.72363  2.65754
O  2.29779  -1.02364  0.83593
H  -0.39487  1.71313  -3.11448
O  -2.12706  0.99177  -1.39356
O  0.54768  1.53980  -3.10962
H  2.22522  -1.94063  0.53459
H  1.20305  -1.95663  2.91124
H  0.02542  -0.42901  -0.95628
H  -1.39305  2.28706  0.39868
H  -1.26656  -1.59130  1.37823
H  -0.21368  -3.27969  1.40673
H  -1.06751  -0.27559  -1.95649
H  0.55448  0.80356  -2.45007
H  -3.09056  0.96572  -1.26054

Results
ΔE to the lowest compared entry with this formula, charge and spin   45.6 kcal per mole
Kohn-Sham gap   8.837 eV
Molar mass   133.1 g mol⁻¹
Energy   -516.087407 Eh
LUMO level   -0.14 eV
SMILES string   CNCO.O.O.O.O

---

Record 6
Computed, not measured: a 6-piece molecular cluster, C2H15NO6 overall, with wB97M-V/def2-TZVPD.

Cartesian coordinates (Å):
C  -2.25766  -0.05881  -2.08086
N  -1.05770  -0.00732  -2.70581
H  1.52859  1.68950  3.40226
H  1.06780  0.50626  -0.18927
H  -1.15799  -0.36444  2.06502
O  2.10076  1.02025  3.00223
H  1.39980  0.46934  2.62817
H  -1.28779  1.86253  -3.51998
O  1.80534  -1.96639  -0.46587
H  0.44852  1.11276  -3.60973
C  -0.47774  1.29763  -3.08041
H  2.09775  1.10085  0.72924
H  -0.21760  1.81102  -2.15437
H  -2.22310  0.74454  1.56431
H  1.37832  -1.89432  2.60553
H  -0.77540  -0.84173  -3.19258
H  0.84362  -1.88282  -0.54739
H  1.99881  -2.43405  0.35130
H  0.03434  -1.46347  3.21110
O  -1.41318  0.55641  2.03730
H  -2.70088  0.93050  -1.87146
O  0.52140  -2.23361  2.89917
O  1.14406  1.09962  0.57456
O  -2.80004  -1.05426  -1.65245

Results
ΔE to the lowest compared entry with this formula, charge and spin   0.0 kcal per mole
Kohn-Sham gap   10.410 eV
Molar mass   149.1 g mol⁻¹
Energy   -591.367538 Eh
LUMO level   0.27 eV
SMILES string   CNC=O.O.O.O.O.O

---

Record 7
Computed, not measured: C2H16B3BeCl4 as an isolated structure, with wB97M-V/def2-TZVPD.

Cartesian coordinates (Å):
C  -1.59855  3.50585  1.14964
H  -1.33338  -2.41778  -1.50800
H  0.07894  0.50666  1.39943
B  0.25542  -0.47283  2.00937
H  -1.85746  -2.52123  0.33648
H  0.57106  -0.21002  3.10176
H  0.79945  2.01092  0.01625
H  -2.47196  3.99678  1.56212
H  1.10357  -1.08736  1.48508
Cl  3.70366  -1.16277  -0.19390
Cl  -0.20996  3.52489  2.20242
H  -3.04367  -3.19081  -1.10223
H  -0.05643  1.08902  -1.42378
H  -2.77901  -1.33511  -0.80893
H  1.17325  0.17542  -0.25823
H  -1.33416  3.90473  0.17579
H  3.41065  -2.30884  -2.17854
H  1.83851  1.52345  -1.49788
C  2.81348  -1.52557  -1.72788
B  0.96084  1.18791  -0.79430
H  2.74326  -0.59408  -2.27695
B  -2.25204  -2.40799  -0.77005
Cl  1.20808  -2.18295  -1.45491
Cl  -2.12672  1.82872  0.73515
Be  -0.87166  -0.67946  -0.13252
H  -0.72517  -1.15754  1.95464

Results
ΔE to the lowest compared entry with this formula, charge and spin   0.6 kcal per mole
Kohn-Sham gap   8.450 eV
Molar mass   223.4 g mol⁻¹
Energy   -2015.692283 Eh
LUMO level   2.84 eV
Total charge   -1

---

Record 8
Computed, not measured: a 5-piece molecular cluster, C2H16N2O4 overall, with wB97M-V/def2-TZVPD.

Cartesian coordinates (Å):
H  -1.30596  -0.41124  -0.79384
H  -4.27378  -1.13272  -1.27538
H  2.44356  2.73645  1.73409
H  4.83106  -0.58602  2.31033
H  -0.46873  1.51687  2.11906
H  -1.86551  0.55210  1.35906
H  2.09247  1.48531  0.81132
O  3.99392  -0.73795  1.87113
O  -4.05930  -0.91820  -0.35845
O  -1.17379  -2.63362  -2.44746
H  -0.82907  -2.42526  -3.32236
H  -1.01444  2.18731  -0.16427
H  -4.22819  -1.77029  0.05643
H  3.40081  0.00527  2.04380
H  1.34715  0.22642  -1.79179
H  1.11755  -0.72357  -0.38734
N  0.72666  -0.34229  -1.23892
H  -0.51817  -2.18973  -1.88571
C  -0.54586  0.34019  -1.00036
O  2.59673  1.80836  1.56333
H  -0.25655  -0.06189  1.39510
N  -0.42946  1.37449  -0.00450
H  -0.76453  0.85366  -1.93269
C  -0.81659  0.84637  1.33940

Results
ΔE to the lowest compared entry with this formula, charge and spin   35.2 kcal per mole
Kohn-Sham gap   9.997 eV
Molar mass   132.2 g mol⁻¹
Energy   -496.240975 Eh
LUMO level   0.70 eV
SMILES string   CNCN.O.O.O.O

---

Record 9
Computed, not measured: a 5-piece molecular cluster, C2H16N2O4 overall, with wB97M-V/def2-TZVPD.

Cartesian coordinates (Å):
O  -1.81822  -2.44692  0.02926
H  -3.38862  0.52400  -0.71965
O  0.73493  -3.04006  0.71136
H  2.44404  0.73667  1.61678
N  1.89774  -0.08802  -0.31240
H  -0.90737  2.76678  1.01623
H  0.94222  0.08775  1.54663
C  1.61876  0.68179  0.90979
O  -0.32110  0.79007  -2.30505
H  1.53963  2.86938  1.11714
H  0.86371  -3.69075  -0.01161
H  0.11903  0.49463  -3.11293
H  -2.33592  -3.05979  -0.48581
H  0.74406  2.14188  -0.35280
H  -0.91283  1.30382  1.46607
H  0.39649  0.61206  -1.64385
H  -2.04310  -1.49525  -0.12317
N  -0.31405  2.12459  1.54787
H  -0.23858  -2.89454  0.66227
H  1.53016  -1.03028  -0.22799
H  -1.82361  0.46002  -1.12075
C  0.89606  2.05747  0.72074
O  -2.52328  0.17406  -0.49472
H  2.89986  -0.07936  -0.43339

Results
ΔE to the lowest compared entry with this formula, charge and spin   24.9 kcal per mole
Kohn-Sham gap   9.912 eV
Molar mass   132.2 g mol⁻¹
Energy   -496.257395 Eh
LUMO level   0.55 eV
SMILES string   NCCN.O.O.O.O

---

Record 10
Computed, not measured: a 5-piece molecular cluster, C2H16N2O4 overall, with wB97M-V/def2-TZVPD.

Cartesian coordinates (Å):
O  -2.27211  0.33463  -0.11273
H  0.00370  0.33862  2.34417
O  0.93651  -2.60431  1.07422
C  1.35142  -0.31027  -1.42524
H  0.62263  0.95498  0.35742
H  -2.21532  0.88805  3.25194
H  0.11103  -1.71270  -2.20934
N  0.19266  -1.20360  -1.33276
H  1.81091  1.79203  -1.88573
H  1.07042  -0.60127  1.79911
H  -0.67376  -0.66263  -1.21809
H  -2.43406  0.50298  1.74236
H  0.30093  -3.30908  1.26651
H  1.90172  -0.33079  -0.50327
H  0.15227  1.35693  -2.56983
C  0.97778  1.16307  -1.69867
H  0.38012  2.67262  -0.50699
O  0.88168  0.32210  2.02158
H  -1.30931  0.66442  0.11925
H  1.97181  -0.70554  -2.18222
H  0.60950  -2.51384  0.10990
N  0.22223  1.63214  -0.47299
O  -1.93474  0.19086  2.61292
H  -2.65802  1.14058  -0.58154

Results
ΔE to the lowest compared entry with this formula, charge and spin   43.9 kcal per mole
Kohn-Sham gap   9.998 eV
Molar mass   132.2 g mol⁻¹
Energy   -496.227122 Eh
LUMO level   0.71 eV
SMILES string   NCCN.O.O.O.O

---

Record 11
Computed, not measured: a 6-piece molecular cluster, C2H16N2O4 overall, with wB97M-V/def2-TZVPD.

Cartesian coordinates (Å):
H  -1.47519  0.52062  -1.55926
H  2.23828  -0.45563  -1.09453
H  0.00145  -2.07940  -1.93429
C  0.49533  1.16551  1.32813
H  -0.43550  1.60782  1.75173
N  1.15756  0.20690  2.23416
H  0.13399  0.39079  -1.53201
H  -1.78263  -1.84137  -2.02622
H  0.21173  0.81431  0.30128
H  1.12259  2.04875  1.14861
C  -0.94001  -1.42197  -1.58324
H  0.45117  -0.47009  2.54218
H  -0.91407  -1.56133  -0.54304
H  -1.96820  0.48462  1.00893
N  -0.70585  -0.01835  -2.01173
H  2.74056  -1.97044  0.05794
H  -2.82097  -0.56706  1.84179
O  2.24677  0.40055  -1.75084
H  1.80229  -0.24684  1.50981
O  1.99846  -1.35430  -0.15735
O  -1.91263  -0.31455  1.81820
H  3.06933  0.87884  -1.88089
O  -2.05921  1.54649  0.08418
H  -2.65528  2.23613  0.44649

Results
ΔE to the lowest compared entry with this formula, charge and spin   246.0 kcal per mole
Kohn-Sham gap   3.697 eV
Molar mass   132.2 g mol⁻¹
Energy   -495.905102 Eh
LUMO level   -5.77 eV

---

Record 12
Computed, not measured: a 5-piece molecular cluster, C2H16NO4 overall, with wB97M-V/def2-TZVPD.

Cartesian coordinates (Å):
H  0.88883  -0.91453  2.42678
H  0.31998  -1.18871  0.08893
H  -3.15072  -0.61034  2.46115
H  2.50157  0.34360  -0.60702
H  0.08280  -1.06132  -3.12810
H  1.42558  -1.15317  -3.87390
O  0.99012  -0.73763  -3.10287
O  0.13617  1.93989  -1.80904
C  2.06993  -0.45332  0.02261
H  -1.79846  0.27646  -0.41279
H  1.09328  0.82939  2.15385
H  0.53449  1.70471  -2.64903
N  0.60102  -0.26369  0.39958
H  0.23126  0.57380  -0.05487
O  -2.71670  0.20332  2.70496
O  -2.16655  -0.49765  0.06671
C  0.52226  -0.06051  1.85956
H  2.63160  -0.60491  0.95004
H  2.27914  -1.32401  -0.59725
H  0.12775  2.89808  -1.79175
H  -2.87472  -0.78258  -0.54250
H  -3.20979  0.86353  3.19954
H  -0.51881  0.01959  2.23542

Results
ΔE to the lowest compared entry with this formula, charge and spin   33.7 kcal per mole
Kohn-Sham gap   11.270 eV
Molar mass   118.2 g mol⁻¹
Energy   -441.253683 Eh
LUMO level   -2.90 eV
Total charge   +1